This record from the OMol25 dataset describes a molecular structure, C13H6Cl3CoGeN2O13S2. The level of theory is the ωB97M-V functional and the def2-TZVPD basis.

XYZ file:
```
41
C13H6Cl3CoGeN2O13S2 | the OMol25 dataset | the ωB97M-V functional and the def2-TZVPD basis
Co -0.298 0.555 0.055
O 3.858 0.180 -0.061
S 2.843 1.180 0.150
O 3.044 2.416 -0.555
O 1.493 0.584 -0.067
C 3.011 1.627 1.878
C 4.278 2.110 2.168
C 4.574 2.591 3.429
C 3.598 2.564 4.415
C 2.344 2.056 4.129
C 2.044 1.599 2.852
S 0.313 1.197 2.555
O -0.308 1.287 3.852
O -0.141 2.203 1.593
O 0.170 -0.152 1.956
H 4.996 2.100 1.366
H 5.553 2.994 3.642
H 3.822 2.938 5.404
H 1.558 2.008 4.866
O -4.195 0.631 -0.371
C -3.053 1.019 -0.221
O -2.058 0.250 0.095
C -2.703 2.477 -0.352
C -3.609 3.431 0.020
C -3.227 4.779 0.088
C -1.925 5.142 -0.248
C -1.045 4.198 -0.732
C -1.382 2.807 -0.801
O -0.586 1.912 -1.238
N 0.248 4.646 -1.153
O 0.711 5.615 -0.574
O 0.774 4.090 -2.088
N -4.150 5.761 0.506
O -5.305 5.426 0.741
O -3.767 6.922 0.608
H -4.615 3.147 0.292
H -1.620 6.176 -0.154
Cl -1.367 -3.337 0.663
Ge 0.089 -1.904 -0.282
Cl 0.268 -3.023 -2.302
Cl 1.888 -2.765 0.690
```

Summary:
LUMO level (spin up / spin down)   2.80 / 3.56 eV
Charge   -2
<S²>   2.043
Multiplicity   3


This record from the OMol25 dataset describes a gas-phase ion, C13H7Cl4O4 (charge -1). The level of theory is the ωB97M-V functional and the def2-TZVPD basis.

XYZ file:
```
28
C13H7Cl4O4 | the OMol25 dataset | the ωB97M-V functional and the def2-TZVPD basis
C -3.582 -0.313 2.858
O -2.278 0.156 3.234
C -1.279 0.265 2.315
C -0.004 0.605 2.839
C 1.110 0.633 2.025
C 0.988 0.321 0.662
O 2.233 0.283 0.026
C 2.419 0.116 -1.336
Cl 4.234 0.165 -1.556
C 2.028 -1.341 -1.670
O 2.565 -2.284 -1.128
C 0.899 -1.478 -2.607
Cl 0.468 -3.092 -2.969
C 0.255 -0.403 -3.163
Cl -1.094 -0.644 -4.187
C 0.726 1.017 -3.028
O 0.171 1.926 -3.661
C 1.816 1.219 -2.123
Cl 2.370 2.762 -1.808
C -0.267 0.035 0.099
C -1.402 0.003 0.924
H -4.120 -0.334 3.797
H -4.082 0.375 2.178
H -3.560 -1.319 2.440
H 0.079 0.815 3.901
H 2.086 0.893 2.423
H -0.404 -0.142 -0.970
H -2.378 -0.238 0.484
```

Summary:
LUMO level   2.37 eV
Charge   -1
Multiplicity   1
Relative energy (zero: lowest compared OMol25 entry of this formula, charge and spin)   0.0 kJ/mol


This record from the OMol25 dataset describes a molecular structure, C13H8ClN2O3PbS2. The level of theory is the ωB97M-V functional and the def2-TZVPD basis.

XYZ file:
```
30
C13H8ClN2O3PbS2 | the OMol25 dataset | the ωB97M-V functional and the def2-TZVPD basis
Pb 0.522 0.567 -1.083
Cl 5.811 -4.637 0.715
C 4.819 -3.192 0.440
C 5.149 -2.017 1.099
C 4.341 -0.895 0.858
C 3.245 -0.901 -0.003
O 2.563 0.205 -0.182
C 2.919 -2.145 -0.690
C 1.875 -2.325 -1.614
O 0.984 -1.487 -2.045
C 3.752 -3.274 -0.419
H 5.991 -1.975 1.776
H 4.554 0.043 1.357
H 1.817 -3.337 -2.042
H 3.530 -4.212 -0.914
O -2.154 0.227 -1.079
N -2.602 0.488 0.117
C -3.740 1.212 0.223
C -4.299 1.524 1.431
C -3.658 1.089 2.589
C -2.483 0.389 2.472
C -1.911 0.088 1.225
S -0.414 -0.738 1.084
H -4.130 1.528 -0.731
H -5.187 2.139 1.459
H -4.051 1.336 3.567
H -1.928 0.073 3.344
S -2.347 4.963 1.290
C -1.282 3.782 0.791
N -0.533 2.965 0.426
```

Summary:
LUMO level (spin up / spin down)   4.61 / 4.61 eV
Charge   -2
<S²>   0.785
Multiplicity   2
Relative energy (zero: lowest compared OMol25 entry of this formula, charge and spin)   0.0 kJ/mol